This record from the Open Molecules 2025 dataset describes CH4O3S in the gas phase at a distorted geometry. The level of theory is the ωB97M-V functional and the def2-TZVPD basis.

Its expectation value of S² is 2.01. The HOMO energy (spin up / spin down) is -5.10 / -11.55 eV. The value obtained for the orbital gap (spin up / spin down) is 5.66 / 7.03 eV. The molar mass comes out at 96.11 g/mol. Its spin multiplicity is 3.

XYZ file:
```
9
Properties=species:S:1:pos:R:3:lowdin_charge:R:1
C -1.2964 -0.0435 0.2034 -0.0967
O 1.3915 -1.2171 0.2714 -0.3511
O 2.0964 1.1542 0.4956 -0.3275
O -0.2845 0.6438 -0.5324 -0.1932
S 1.3344 0.1290 -0.1583 0.5827
H -2.0974 0.6520 0.4092 0.0903
H -0.9039 -0.3190 1.1510 0.0646
H -1.7229 -1.0236 -0.2320 0.1531
H 1.4827 0.0242 -1.6079 0.0779
```

=====

This record from the Open Molecules 2025 dataset describes 2 unconnected molecules or ions with the total composition CH4O3S at a distorted geometry. The level of theory is the ωB97M-V functional and the def2-TZVPD basis.

Its expectation value of S² is 2.01. The HOMO energy (spin up / spin down) is -5.58 / -9.82 eV. The value obtained for the orbital gap (spin up / spin down) is 6.14 / 7.35 eV. The molar mass comes out at 96.11 g/mol. Its spin multiplicity is 3.

XYZ file:
```
9
Properties=species:S:1:pos:R:3:lowdin_charge:R:1
C 0.3794 -0.1477 0.1146 -0.6553
O 1.1389 -1.1764 0.4842 0.0002
O 0.8304 0.5361 -0.9977 0.0240
O -0.9638 -0.6177 -0.0940 -0.5442
S -2.3475 0.0756 0.4815 0.7406
H 0.3695 0.6761 1.5988 0.2088
H 1.7794 -1.5513 -0.2093 0.1632
H 1.5320 1.1925 -0.7738 0.1285
H -2.7181 1.0128 -0.6043 -0.0657
```

=====

This record from the Open Molecules 2025 dataset describes a molecular structure, CH4O4 at a distorted geometry. The level of theory is the ωB97M-V functional and the def2-TZVPD basis.

The HOMO energy (spin up / spin down) is -9.45 / -9.80 eV. The value obtained for the orbital gap (spin up / spin down) is 8.15 / 8.75 eV. The molar mass comes out at 80.04 g/mol.

XYZ file:
```
9
Properties=species:S:1:pos:R:3:lowdin_charge:R:1
C -0.3215 0.3567 -0.2825 -0.1909
O -0.3466 -0.3957 0.8143 0.0180
O 1.3635 0.5165 0.1544 -0.1633
O -2.0244 -0.4535 0.2394 -0.0338
O 2.0958 -0.4555 -0.5647 -0.0631
H 2.5264 -0.9359 0.1622 0.1014
H -2.3989 0.0971 0.9472 0.0727
H -0.2621 -0.1282 -1.2552 0.1304
H -0.6322 1.3985 -0.2150 0.1286
```